No. 1
One molecule with the formula C12H20N4O3. Source: OMol25; level of theory: the ωB97M-V functional and the def2-TZVPD basis.

Calculated values
- Maximum force: 5.6 eV/A
- Energy above the lowest of the compared OMol25 structures with the same formula, charge and spin: 358.6 kJ/mol
- SMILES: CC(C)C[C@H](NC(=O)[C@@H](N)Cc1c[nH]cn1)C(=O)O
- Total energy: -913.94014 Eh

ORCA input file:
```
! wB97M-V def2-TZVPD RIJCOSX def2/J DEFGRID3
* xyz 0 1
C 2.09097 -0.94053 1.02516
C 1.78051 -1.40185 -0.39397
C 2.93926 0.23272 0.98228
C 2.30839 1.49106 1.54877
C 2.47644 1.92425 2.74797
C 1.03887 3.28571 1.64067
C -0.42596 -0.25692 -0.34083
C -1.26842 -1.16686 0.61684
C -1.34604 0.38226 -1.34754
C -2.13926 -0.59353 -2.23675
C -3.40383 -1.10745 -1.54719
C -2.64625 0.21509 -3.43151
H 3.06564 -2.81487 1.13152
H 2.22183 -2.42887 2.41167
H 1.31653 -0.60944 1.65676
H 3.90343 -0.04377 1.49475
H 3.28496 0.62297 0.05036
H 2.94674 1.54084 3.69691
H 0.62873 4.21854 1.25818
H 1.66815 3.70371 3.63600
H 0.29837 -1.44301 -1.95819
H 0.05528 0.58142 0.20934
H -0.65609 0.93805 -1.88940
H -1.90086 1.12034 -0.72832
H -1.49711 -1.39480 -2.54996
H -4.00258 -1.83013 -2.14751
H -4.00832 -0.12550 -1.32892
H -3.31480 -1.38717 -0.48989
H -2.03751 0.22846 -4.37269
H -3.66407 0.07120 -3.69806
H -2.60313 1.21349 -3.16137
H -2.59750 -1.08976 1.96832
N 2.89017 -2.06644 1.75516
N 1.29363 2.16044 0.83123
N 1.58146 2.98667 2.86555
N 0.61465 -0.96030 -1.00127
O 2.39778 -2.33480 -0.89013
O -1.30745 -2.37257 0.49903
O -1.98261 -0.54862 1.48703
*
```

***

No. 2
One molecule with the formula C12H20N4O6. Source: OMol25; level of theory: the ωB97M-V functional and the def2-TZVPD basis.

Calculated values
- Maximum force: 5.9 eV/A
- Energy above the lowest of the compared OMol25 structures with the same formula, charge and spin: 242.2 kJ/mol
- SMILES: CNC(=O)[C@@H](CC(=O)O)NC(=O)[C@@H](CCC(N)=O)NC(C)=O
- Total energy: -1139.74883 Eh

ORCA input file:
```
! wB97M-V def2-TZVPD RIJCOSX def2/J DEFGRID3
* xyz 0 1
O 1.42651 -0.94920 -2.53940
O -3.81615 -1.69229 0.18194
O 3.65747 -1.60169 1.80769
O 0.11633 -0.49042 2.51048
O -0.19596 2.08577 -1.05006
O 3.26481 -1.73997 -0.41037
C 0.55094 -0.71062 -3.39141
C -3.54467 -0.57991 0.56994
C 3.20024 -1.00731 0.75970
C 1.00777 0.42519 2.40890
C -0.18584 0.82233 -0.91127
N -3.64653 -0.40225 1.86983
N 1.57820 1.04348 3.40598
N 0.49778 0.24876 0.10587
N -0.72643 -0.43292 -3.08945
C 0.90309 -1.02694 -4.85905
C 1.20458 0.77360 4.82467
C -3.19080 0.56674 -0.29641
C 2.87160 0.46959 0.57453
C -2.60888 0.17834 -1.58485
C 1.40469 0.87960 1.01046
C -1.14660 -0.18939 -1.66876
H 2.55192 -1.41869 -0.97970
H -3.51591 0.51137 2.22545
H -3.56907 -1.16109 2.51838
H 2.32624 1.75369 3.32775
H 0.21392 -0.56691 0.52681
H -1.39673 -0.26455 -3.74099
H 0.73280 -2.00467 -5.26219
H 1.95245 -0.72964 -5.09896
H 0.21140 -0.51039 -5.35203
H 1.88453 1.35304 5.34772
H 0.22038 1.14348 5.06569
H 1.38174 -0.31836 5.03856
H -3.98267 1.25544 -0.34230
H -2.41067 1.15482 0.22197
H 3.06419 0.76155 -0.51820
H 3.59701 1.02498 1.14959
H -2.67309 1.12296 -2.18204
H -3.29966 -0.56865 -2.05733
H 1.26560 1.97089 1.07907
H -1.17653 -1.17979 -1.19622
*
```

***

No. 3
C12H20N8O2Pt as an isolated structure. Source: OMol25; level of theory: the ωB97M-V functional and the def2-TZVPD basis.

Calculated values
- Maximum force: 1.6 eV/A
- Energy above the lowest of the compared OMol25 structures with the same formula, charge and spin: 76.5 kJ/mol
- Total energy: -1176.72346 Eh

ORCA input file:
```
! wB97M-V def2-TZVPD RIJCOSX def2/J DEFGRID3
* xyz 2 1
Pt 0.11342 -0.83918 1.21282
N -0.01624 -0.43419 3.26367
C -0.50469 0.96669 3.50757
C 0.40037 1.74525 4.46071
C 1.84014 2.05556 4.00536
C 2.02751 3.41458 3.31724
N 1.63067 3.46668 1.91289
C 2.35507 3.09947 0.87366
N 1.75217 2.87674 -0.30330
N 3.67217 2.89399 0.97810
C -0.75388 1.68932 2.18702
O -1.00865 2.87726 2.19452
O -0.63103 0.99739 1.08884
H -0.74672 -1.08649 3.53256
H 0.79131 -0.64326 3.84421
H -1.48270 0.87827 3.98593
H 0.43029 1.18220 5.39654
H -0.11018 2.68130 4.69010
H 2.26232 1.25525 3.38679
H 2.46034 2.09503 4.90242
H 3.05624 3.75989 3.42159
H 1.41506 4.15785 3.82639
H 0.64148 3.64021 1.75126
H 0.75204 2.99908 -0.36217
H 2.26611 3.00316 -1.16005
H 4.17628 3.22687 1.78131
H 4.21464 2.66870 0.16158
N 1.10493 -4.65689 0.16867
C 2.08069 -4.59552 1.13649
C 1.96422 -3.37322 1.72171
N 0.90668 -2.71205 1.14563
C 0.43265 -3.49703 0.18612
C -0.57237 -2.90816 -0.67010
N -0.84990 -1.63357 -0.43396
C -1.82739 -1.25294 -1.31387
C -2.13386 -2.32337 -2.09822
N -1.33249 -3.36035 -1.67878
H 0.96146 -5.43062 -0.46100
H 2.76412 -5.40697 1.31158
H 2.53932 -2.94862 2.52470
H -2.23062 -0.25597 -1.32613
H -2.84177 -2.43868 -2.89944
H -1.34582 -4.29217 -2.06236
*
```

***

What did the first record say?
One molecule with the formula C12H20N4O3. Source: OMol25; level of theory: the ωB97M-V functional and the def2-TZVPD basis.

Calculated values
- Maximum force: 5.6 eV/A
- Energy above the lowest of the compared OMol25 structures with the same formula, charge and spin: 358.6 kJ/mol
- SMILES: CC(C)C[C@H](NC(=O)[C@@H](N)Cc1c[nH]cn1)C(=O)O
- Total energy: -913.94014 Eh

ORCA input file:
```
! wB97M-V def2-TZVPD RIJCOSX def2/J DEFGRID3
* xyz 0 1
C 2.09097 -0.94053 1.02516
C 1.78051 -1.40185 -0.39397
C 2.93926 0.23272 0.98228
C 2.30839 1.49106 1.54877
C 2.47644 1.92425 2.74797
C 1.03887 3.28571 1.64067
C -0.42596 -0.25692 -0.34083
C -1.26842 -1.16686 0.61684
C -1.34604 0.38226 -1.34754
C -2.13926 -0.59353 -2.23675
C -3.40383 -1.10745 -1.54719
C -2.64625 0.21509 -3.43151
H 3.06564 -2.81487 1.13152
H 2.22183 -2.42887 2.41167
H 1.31653 -0.60944 1.65676
H 3.90343 -0.04377 1.49475
H 3.28496 0.62297 0.05036
H 2.94674 1.54084 3.69691
H 0.62873 4.21854 1.25818
H 1.66815 3.70371 3.63600
H 0.29837 -1.44301 -1.95819
H 0.05528 0.58142 0.20934
H -0.65609 0.93805 -1.88940
H -1.90086 1.12034 -0.72832
H -1.49711 -1.39480 -2.54996
H -4.00258 -1.83013 -2.14751
H -4.00832 -0.12550 -1.32892
H -3.31480 -1.38717 -0.48989
H -2.03751 0.22846 -4.37269
H -3.66407 0.07120 -3.69806
H -2.60313 1.21349 -3.16137
H -2.59750 -1.08976 1.96832
N 2.89017 -2.06644 1.75516
N 1.29363 2.16044 0.83123
N 1.58146 2.98667 2.86555
N 0.61465 -0.96030 -1.00127
O 2.39778 -2.33480 -0.89013
O -1.30745 -2.37257 0.49903
O -1.98261 -0.54862 1.48703
*
```

***

Question: What is the energy above the lowest of the compared OMol25 structures with the same formula, charge and spin in the third record?
Answer: 76.5 kJ/mol